70
Properties=species:S:1:pos:R:3:lowdin_charge:R:1 method="wB97M-V/def2-TZVPD" e_tot_ha=-3576.82917 gap_ev=9.65 relative_energy_kj_mol=0.00 spin_multiplicity=1 smiles=Fc1ccccc1.Fc1ccccc1.Fc1ccccc1.Fc1ccccc1.Fc1ccccc1.ClCCl.ClCCl charge=0
F 23.51 -11.87 25.52 0.06
C 22.97 -10.66 25.30 -0.28
C 21.93 -10.53 24.37 -0.02
C 21.41 -9.30 24.07 -0.08
C 21.98 -8.17 24.68 -0.11
C 23.05 -8.26 25.53 -0.08
C 23.56 -9.54 25.84 -0.01
H 21.53 -11.40 23.86 0.12
H 20.66 -9.20 23.30 0.11
H 21.65 -7.21 24.29 0.08
H 23.43 -7.38 26.02 0.09
H 24.36 -9.68 26.56 0.12
F 23.42 0.03 22.11 0.06
C 23.24 0.16 20.78 -0.29
C 23.57 -0.95 19.99 -0.03
C 23.51 -0.91 18.61 -0.07
C 23.06 0.27 18.03 -0.10
C 22.69 1.35 18.82 -0.08
C 22.80 1.34 20.20 -0.02
H 23.85 -1.82 20.57 0.12
H 23.80 -1.80 18.06 0.11
H 23.03 0.36 16.95 0.10
H 22.30 2.23 18.33 0.11
H 22.61 2.18 20.86 0.11
F 20.46 -6.23 28.90 0.07
C 21.65 -5.63 28.83 -0.30
C 22.19 -5.35 27.57 -0.04
C 23.42 -4.71 27.48 -0.12
C 24.18 -4.61 28.65 -0.12
C 23.68 -4.85 29.90 -0.08
C 22.40 -5.44 29.95 -0.03
H 21.62 -5.54 26.67 0.11
H 23.89 -4.46 26.54 0.10
H 25.21 -4.25 28.53 0.10
H 24.18 -4.68 30.84 0.11
H 21.97 -5.63 30.93 0.12
F 20.62 3.99 20.82 0.06
C 20.04 3.56 21.95 -0.29
C 20.03 2.21 22.22 -0.01
C 19.62 1.80 23.49 -0.07
C 19.04 2.71 24.37 -0.09
C 18.96 4.06 24.00 -0.08
C 19.50 4.50 22.80 -0.01
H 20.51 1.48 21.59 0.09
H 19.74 0.78 23.84 0.09
H 18.61 2.39 25.31 0.10
H 18.60 4.74 24.76 0.10
H 19.54 5.56 22.62 0.12
F 20.98 -5.45 21.50 0.06
C 21.12 -4.25 22.09 -0.29
C 20.50 -3.11 21.63 -0.04
C 20.65 -1.91 22.33 -0.07
C 21.30 -1.89 23.57 -0.10
C 21.92 -3.05 24.00 -0.08
C 21.89 -4.22 23.25 0.00
H 19.96 -3.03 20.69 0.12
H 20.21 -1.01 21.91 0.10
H 21.55 -0.92 23.99 0.10
H 22.43 -3.08 24.95 0.10
H 22.42 -5.11 23.55 0.11
Cl 16.14 -4.73 21.36 0.54
C 17.66 -4.78 22.23 -1.07
Cl 17.68 -5.80 23.67 0.51
H 18.39 -5.23 21.56 0.00
H 17.98 -3.84 22.66 0.01
Cl 18.97 -2.35 28.05 0.50
C 20.41 -1.38 27.65 -1.02
Cl 21.80 -1.90 28.57 0.57
H 20.55 -1.47 26.57 0.00
H 20.20 -0.33 27.86 0.02


12
Properties=species:S:1:pos:R:3:lowdin_charge:R:1 method="wB97M-V/def2-TZVPD" e_tot_ha=-422.65416 gap_ev="6.36 / 6.36" relative_energy_kj_mol=344.20 spin_multiplicity=1 charge=0
C 0.51 -1.40 -1.07 -0.12
C -0.52 -0.63 -1.64 -0.11
C 0.88 -0.77 0.09 -0.19
C -0.74 0.44 -0.81 -0.19
C -0.04 1.45 2.20 -0.20
N 0.17 0.36 0.17 0.02
O 0.80 1.39 3.01 0.23
F -1.18 2.05 2.16 0.19
H 0.94 -2.31 -1.46 0.09
H -1.03 -0.82 -2.57 0.09
H 1.63 -1.02 0.82 0.10
H -1.42 1.26 -0.90 0.10


79
Properties=species:S:1:pos:R:3:lowdin_charge:R:1 method="wB97M-V/def2-TZVPD" e_tot_ha=-1796.13280 gap_ev="7.73 / 7.73" relative_energy_kj_mol=76.80 spin_multiplicity=1 charge=0
O -1.09 3.47 -0.75 -0.25
O -1.27 2.69 -5.69 -0.18
C -2.52 3.85 -0.86 -0.25
C -2.70 4.94 0.17 -0.08
H -3.22 3.02 -0.63 0.10
H -2.80 4.22 -1.87 0.11
H -2.56 4.62 1.20 0.08
H -3.73 5.27 0.03 0.07
H -2.04 5.75 -0.05 0.07
C -0.21 3.81 -1.84 -0.25
C -0.72 4.75 -2.92 -0.06
H 0.25 2.91 -2.26 0.10
H 0.55 4.22 -1.18 0.10
H -1.28 4.14 -3.67 0.08
H 0.19 5.19 -3.36 0.09
H -1.35 5.51 -2.44 0.07
C -0.16 1.80 -5.89 -0.28
C -2.49 2.01 -6.03 -0.29
C 1.14 2.59 -5.95 -0.07
H -0.22 1.15 -6.79 0.12
H -0.15 1.13 -5.00 0.11
H 1.12 3.31 -6.76 0.08
H 1.96 1.90 -6.11 0.07
H 1.32 3.13 -5.01 0.07
C -3.48 2.90 -6.78 -0.08
H -2.93 1.74 -5.06 0.10
H -2.38 1.06 -6.62 0.12
H -3.62 3.86 -6.28 0.07
H -4.47 2.39 -6.82 0.08
H -3.15 3.08 -7.80 0.07
H -1.03 0.92 -0.83 0.02
Be -0.13 0.57 0.30 0.10
C -1.89 0.56 -1.45 -0.13
Si -2.31 -1.13 -1.85 0.36
H -2.88 0.86 -1.08 0.05
H -1.62 0.86 -2.49 0.08
C -4.01 -0.81 -2.49 -0.17
C -2.37 -2.44 -0.61 -0.15
C -1.22 -1.56 -3.30 -0.16
C 0.64 1.88 0.92 -0.25
Si 2.44 2.10 0.53 0.44
H 0.55 1.69 2.01 0.04
H 0.06 2.77 0.72 0.00
C 2.96 3.87 0.84 -0.19
C 2.91 1.73 -1.28 -0.18
C 3.47 0.90 1.57 -0.18
H -1.26 -0.77 -4.09 0.03
H -1.61 -2.48 -3.73 0.03
H -0.19 -1.68 -2.98 0.02
H -4.60 -0.26 -1.77 0.03
H -4.53 -1.74 -2.68 0.04
H -4.02 -0.25 -3.42 0.03
H -2.37 -2.06 0.41 0.02
H -1.54 -3.14 -0.73 0.04
H -3.29 -3.00 -0.78 0.04
H 2.59 2.52 -1.96 0.01
H 2.45 0.77 -1.63 0.00
H 3.99 1.61 -1.37 0.03
H 4.49 0.83 1.19 0.02
H 3.03 -0.11 1.59 0.02
H 3.51 1.26 2.62 0.03
H 4.03 3.93 1.08 0.03
H 2.40 4.29 1.68 0.03
H 2.76 4.50 -0.04 0.02
C -0.21 -2.46 2.84 0.01
C -0.02 -1.55 1.68 -0.26
N -0.82 -0.50 1.48 -0.01
O -1.80 -0.41 2.54 -0.04
C 0.90 -1.75 0.64 -0.28
C 1.81 -2.90 0.48 -0.02
N 0.80 -0.76 -0.31 -0.08
O 1.44 -0.89 -1.43 -0.12
H -0.77 -1.94 3.63 0.08
H 0.78 -2.76 3.20 0.09
H -0.73 -3.39 2.55 0.11
H -2.34 0.38 2.35 0.11
H 1.61 -3.41 -0.48 0.09
H 2.86 -2.57 0.49 0.09
H 1.67 -3.61 1.30 0.07


45
Properties=species:S:1:pos:R:3:lowdin_charge:R:1 method="wB97M-V/def2-TZVPD" e_tot_ha=-2513.85322 gap_ev=4.72 relative_energy_kj_mol=139.82 spin_multiplicity=1 charge=-2
Pd -1.25 1.92 -0.17 0.45
S -2.54 4.47 0.57 0.37
C -3.11 2.87 0.48 -1.42
S -2.92 1.74 1.81 0.39
C -3.75 2.39 -0.72 -0.48
C -3.87 1.00 -1.02 -0.36
N -4.01 -0.12 -1.27 0.08
C -4.20 3.25 -1.75 -0.33
N -4.62 3.92 -2.60 0.07
N 1.02 -6.55 -2.92 0.11
C 0.81 -5.42 -2.82 -0.22
C 0.56 -4.02 -2.70 -0.26
C 0.33 -3.24 -3.84 -0.05
C 0.10 -1.89 -3.73 -0.01
C 0.08 -1.27 -2.47 -0.19
C 0.28 -2.05 -1.32 0.01
C 0.52 -3.40 -1.44 -0.03
N -0.12 0.08 -2.35 -0.05
C -0.67 0.95 -3.29 -0.09
C -0.49 2.20 -2.82 -0.16
N 0.23 2.19 -1.62 -0.07
C 0.35 0.89 -1.30 -0.27
H 0.36 -3.71 -4.81 0.11
H -0.05 -1.29 -4.62 0.10
H 0.20 -1.59 -0.35 0.08
H 0.66 -4.00 -0.55 0.12
H -1.26 0.59 -4.12 0.11
H -0.84 3.13 -3.23 0.10
H 1.12 0.51 -0.63 0.10
N -1.05 -0.99 1.73 0.07
C 0.00 -0.54 2.45 -0.70
N 0.63 0.56 2.19 0.11
C 1.66 0.76 3.07 -0.31
C 2.50 1.88 3.08 -0.01
C 3.50 1.96 4.02 -0.11
C 3.70 0.95 4.97 -0.13
C 2.87 -0.16 4.98 -0.12
C 1.86 -0.24 4.04 -0.49
S 0.65 -1.48 3.81 1.02
H -1.55 -0.22 1.25 -0.01
H -1.68 -1.62 2.21 0.09
H 2.32 2.66 2.35 0.12
H 4.15 2.83 4.03 0.09
H 4.49 1.04 5.69 0.09
H 3.01 -0.94 5.72 0.09


In the order shown, the computed largest force on an atom values come out to 1.97 4.52 3.36 0.92 eV/Å.